#1
C3H6N4O | ωB97M-V/def2-TZVPD

Atoms and positions in Å:
H: -2.847 0.863 0.295
N: -2.009 1.468 0.068
C: -0.875 0.829 -0.228
C: 0.468 1.289 -0.109
C: 1.243 0.129 -0.065
N: 2.656 0.035 0.217
O: 0.543 -0.989 -0.271
N: -0.869 -0.578 -0.620
N: -1.683 -1.373 0.175
H: 0.563 2.333 -0.051
H: 3.135 0.722 -0.612
H: 2.892 -1.036 0.154
H: -1.382 -1.380 1.145
H: -1.835 -2.314 -0.099

## Properties
Frontier orbital gap ... 8.70 eV
2S+1 ... 1
SMILES ... [H]/N=c1/cc(N)on1N
Highest occupied orbital energy ... -8.148 eV

#2
C3H6N4O | ωB97M-V/def2-TZVPD

Atoms and positions in Å:
C: 2.834 0.741 -1.448
N: 1.515 0.061 -0.908
N: 0.877 0.811 0.043
C: -0.240 0.146 0.391
C: -1.064 0.524 1.426
N: -2.057 0.721 2.058
N: -0.466 -1.144 -0.174
O: -1.984 -1.360 -0.500
H: 3.668 0.054 -1.551
H: 2.613 1.193 -2.473
H: 3.303 1.491 -0.891
H: 1.024 -0.865 -1.222
H: -0.378 -1.738 0.790
H: -2.630 -0.862 -0.004

## Properties
Frontier orbital gap ... 8.71 eV
2S+1 ... 1
SMILES ... CN/N=C(/C#N)NO
Highest occupied orbital energy ... -8.781 eV

Which structure is most stable, and how do the rest compare? From most to least stable: #1, #2.

#1
C3H6N4O | ωB97M-V/def2-TZVPD

Atoms and positions in Å:
H: -1.869 1.687 1.478
N: -1.802 1.123 0.526
C: -0.667 0.608 0.279
N: -0.658 -0.358 -0.788
N: 0.452 -0.535 -1.556
C: 0.240 -1.407 -2.523
C: 0.510 0.358 1.246
N: 1.644 -0.089 0.585
O: 0.189 0.582 2.455
H: -1.458 -0.227 -1.259
H: -0.796 -1.879 -2.808
H: 0.988 -1.393 -3.335
H: 1.331 -0.567 -0.394
H: 2.346 -0.605 1.301

## Properties
Frontier orbital gap ... 9.32 eV
2S+1 ... 1
SMILES ... [H]/N=C(/NN=C)C(N)=O
Highest occupied orbital energy ... -9.511 eV

#2
C3H6N4O | ωB97M-V/def2-TZVPD

Atoms and positions in Å:
O: 2.683 0.389 -0.182
N: 1.716 -0.568 -0.176
C: 0.548 -0.109 0.222
C: -0.407 -1.193 0.575
N: -1.553 -1.047 -0.354
N: -2.014 0.313 -0.377
C: -1.178 1.252 0.104
N: 0.101 1.195 0.290
H: 3.478 -0.131 -0.522
H: -0.100 -2.205 0.386
H: -0.714 -1.140 1.614
H: -1.016 -1.212 -1.238
H: -3.019 0.433 -0.004
H: -1.620 2.187 0.126

## Properties
Frontier orbital gap ... 9.13 eV
2S+1 ... 1
SMILES ... O/N=C1/CNNC=N1
Highest occupied orbital energy ... -8.302 eV

#3
C3H6N4O | ωB97M-V/def2-TZVPD

Atoms and positions in Å:
H: 2.279 0.166 1.774
N: 2.043 0.918 1.156
C: 1.018 0.635 0.466
C: 0.210 1.746 -0.157
C: -0.839 1.178 -0.840
N: -0.696 -0.239 -0.802
O: -1.850 -1.042 -0.559
N: 0.457 -0.539 -0.010
N: 0.606 -1.782 0.619
H: 0.223 2.735 -0.006
H: -1.578 1.662 -1.363
H: -2.122 -1.194 -1.476
H: 0.497 -2.441 -0.053
H: -0.247 -1.803 1.250

## Properties
Frontier orbital gap ... 8.40 eV
2S+1 ... 1
SMILES ... [H]/N=c1/ccn(O)n1N
Highest occupied orbital energy ... -7.932 eV

#4
C3H6N4O | ωB97M-V/def2-TZVPD

Atoms and positions in Å:
H: 1.549 1.842 0.126
N: 0.840 2.111 -0.520
C: -0.033 1.266 -0.807
N: -0.228 -0.076 -0.420
C: -1.213 -0.694 -1.134
O: -1.544 -1.896 -1.158
C: 0.519 -0.719 0.625
N: 0.645 0.117 1.620
N: 0.872 -1.971 0.505
H: 0.478 -2.361 -0.352
H: -1.083 1.600 -1.219
H: -1.922 0.071 -1.645
H: 1.058 -0.232 2.439
H: 0.064 0.941 1.938

## Properties
Frontier orbital gap ... 10.28 eV
2S+1 ... 1
SMILES ... [H]/N=C\N(C=O)/C(N)=N\[H]
Highest occupied orbital energy ... -9.739 eV

Which structure is most stable, and how do the rest compare? From most to least stable: #4, #1, #2, #3.

#1
C3H6N4O | ωB97M-V/def2-TZVPD

Atoms and positions in Å:
N: 1.372 1.650 -0.006
C: 0.269 0.870 0.024
N: -1.008 1.203 -0.071
C: -1.632 -0.003 -0.058
O: -2.958 -0.017 0.069
C: -0.852 -1.086 -0.107
N: 0.439 -0.508 -0.057
N: 1.672 -1.181 0.062
H: 1.207 2.638 0.023
H: 2.247 1.167 -0.068
H: -3.213 0.911 0.142
H: -1.056 -2.151 -0.100
H: 1.684 -1.727 0.924
H: 1.830 -1.767 -0.776

## Properties
Frontier orbital gap ... 8.09 eV
2S+1 ... 1
SMILES ... Nc1nc(O)cn1N
Highest occupied orbital energy ... -7.283 eV

#2
C3H6N4O | ωB97M-V/def2-TZVPD

Atoms and positions in Å:
N: -2.653 0.271 -0.153
N: -1.699 -0.733 -0.158
C: -0.514 -0.375 0.160
C: 0.607 -1.281 0.379
N: 1.866 -0.767 -0.221
N: 1.958 0.573 -0.363
C: 1.048 1.328 0.094
O: -0.237 0.964 0.383
H: -3.344 0.017 -0.831
H: -2.331 1.213 -0.273
H: 0.404 -2.278 0.068
H: 0.796 -1.302 1.464
H: 2.067 -1.201 -1.153
H: 1.155 2.396 0.142

## Properties
Frontier orbital gap ... 9.29 eV
2S+1 ... 1
SMILES ... N/N=C1/CNN=CO1
Highest occupied orbital energy ... -8.378 eV

#3
C3H6N4O | ωB97M-V/def2-TZVPD

Atoms and positions in Å:
C: 2.629 1.430 0.793
N: 1.962 0.483 -0.175
N: 0.594 1.102 -0.165
C: -0.368 0.182 -0.100
N: -0.163 -1.011 0.347
C: -1.235 -1.747 0.038
N: -2.242 -0.942 -0.464
O: -1.644 0.285 -0.584
H: 2.049 1.846 1.550
H: 3.664 1.084 1.122
H: 2.860 2.449 0.291
H: 2.010 -0.475 0.198
H: -1.417 -2.760 0.320
H: -3.230 -1.034 0.010

## Properties
Frontier orbital gap ... 7.79 eV
2S+1 ... 1
SMILES ... CN/N=c1\nc[nH]o1
Highest occupied orbital energy ... -7.736 eV

Which structure is most stable, and how do the rest compare? From most to least stable: #1, #2, #3.

#1
C5H14N2O | ωB97M-V/def2-TZVPD

Atoms and positions in Å:
C: 2.260 0.824 0.439
N: 2.658 -0.137 1.446
C: -2.881 -1.069 -1.858
O: -1.560 -0.655 -1.588
C: 0.804 0.352 0.050
C: 0.236 1.396 -0.927
N: 0.118 0.201 1.355
C: -0.994 -0.717 1.335
H: 2.783 0.685 -0.442
H: 2.419 1.838 0.948
H: 3.008 0.289 2.260
H: -3.554 -0.353 -2.343
H: -3.400 -1.421 -0.964
H: -2.759 -1.924 -2.494
H: 0.882 -0.613 -0.491
H: -0.430 1.985 -0.290
H: 0.935 1.825 -1.625
H: -0.526 0.780 -1.486
H: 0.971 -0.165 1.888
H: -0.785 -1.836 1.248
H: -1.523 -0.579 2.246
H: -1.523 -0.440 0.402

## Properties
Frontier orbital gap (alpha / beta) ... 5.88 / 5.50 eV
2S+1 ... 2
⟨S²⟩ ... 0.75
Charge ... +1
Highest occupied orbital energy (alpha / beta) ... -14.354 / -13.986 eV

#2
C5H14N2O | ωB97M-V/def2-TZVPD

Atoms and positions in Å:
C: 0.264 -1.230 -2.561
C: -0.042 -0.065 -1.675
C: 0.663 -0.267 -0.258
C: 1.672 0.971 0.054
C: 1.632 0.672 2.534
N: 2.021 1.351 1.484
N: -1.481 -0.057 -1.368
H: 0.184 -2.134 -1.984
H: 1.294 -1.135 -2.814
H: -0.369 -1.340 -3.533
H: 0.332 1.014 -1.988
H: -0.008 -0.434 0.503
H: 1.359 -1.194 -0.364
H: 2.749 0.538 -0.235
H: 1.152 1.871 -0.346
H: 1.133 -0.335 2.653
H: 1.903 0.949 3.510
H: -1.599 -0.117 -0.379
H: -1.980 -0.568 -1.975
H: -3.368 -0.414 2.545
H: -3.696 -0.076 1.213
O: -3.501 -0.771 1.727

## Properties
Frontier orbital gap (alpha / beta) ... 10.03 / 4.44 eV
2S+1 ... 2
⟨S²⟩ ... 0.75
Charge ... +1
Highest occupied orbital energy (alpha / beta) ... -13.154 / -13.081 eV

Which structure is most stable, and how do the rest compare? From most to least stable: #2, #1.